(1)
Below is a structure of composition C25H36Br2GeN5O2OsSe, with properties calculated with ωB97M-V/def2-TZVPD.

```
73
Properties=species:S:1:pos:R:3:forces:R:3
Os -0.68826 0.50492 -1.21428 0.2963 0.0495 -0.2838
Br -5.68913 4.57588 -2.90956 -0.0624 0.0533 -0.0200
C -4.32955 3.42973 -2.38377 0.0249 -0.0231 -0.0037
C -4.13509 3.13722 -1.03391 0.0117 -0.0115 0.0426
C -3.11283 2.29049 -0.68210 0.0294 -0.0033 -0.0095
N -2.29500 1.73150 -1.59408 -0.1460 0.1656 -0.0558
C -2.50745 1.98330 -2.91221 0.0403 -0.0887 0.0584
C -3.50798 2.83804 -3.33191 -0.0019 0.0450 -0.0188
C -1.63981 1.20092 -3.79622 -0.1311 0.0211 -0.1985
C -1.50360 1.38448 -5.14265 -0.0064 0.0164 0.1375
C -0.55911 0.58139 -5.87019 0.0380 -0.0595 0.0023
Br -0.24312 1.00910 -7.66153 -0.0353 0.0088 -0.0935
C 0.06627 -0.44460 -5.27598 0.0351 0.0293 0.0543
C -0.18281 -0.78035 -3.84076 -0.0239 -0.0937 -0.0013
N -0.91464 0.25725 -3.12186 0.1096 0.1254 0.2131
H -4.77510 3.56290 -0.27446 -0.0025 -0.0052 -0.0048
H -2.91598 2.04398 0.35223 0.0007 -0.0190 -0.0035
H -3.66530 3.03141 -4.38314 -0.0045 -0.0287 -0.0035
H -2.06205 2.15132 -5.65915 -0.0066 -0.0207 -0.0059
H 0.71756 -1.10406 -5.83478 0.0321 0.0364 0.0047
H -0.77254 -1.70869 -3.79517 -0.0774 0.0309 -0.0366
C 3.06275 -1.46083 -0.77260 0.0464 -0.0343 -0.0206
C 1.65668 -1.04384 -0.53554 0.1959 -0.1824 -0.1638
O 1.21547 -0.59093 0.48935 -0.0055 0.0223 0.0137
H 3.62911 -1.40409 0.15246 -0.0269 0.0331 0.0149
H 3.52825 -0.81340 -1.52020 -0.0192 -0.0101 -0.0065
H 3.08826 -2.47511 -1.17281 -0.0068 0.0062 0.0023
C 1.82508 -4.84194 -3.65679 -0.0877 0.0384 -0.0368
C 1.29778 -3.52699 -3.16796 0.0220 -0.0890 0.0792
C 0.23773 -3.54271 -2.14248 0.0916 -0.0573 -0.1266
C -0.03383 -2.48417 -1.38772 0.0965 -0.0112 0.0473
N 0.66869 -1.21020 -1.62212 -0.2533 0.4015 0.4321
C 1.11243 -1.08629 -3.04709 -0.1102 -0.1291 -0.1303
C 1.75946 -2.33953 -3.56401 -0.0020 0.0691 0.0072
H 1.98646 -5.53335 -2.82918 0.0334 0.0138 0.0044
H 2.75776 -4.71670 -4.20187 -0.0026 -0.0026 -0.0073
H 1.10016 -5.30990 -4.32682 -0.0128 -0.0104 0.0227
H -0.30300 -4.46432 -1.96358 0.0157 0.0057 0.0472
H -0.70376 -2.49166 -0.53959 -0.0384 0.0501 -0.0266
H 1.76658 -0.21577 -3.12147 0.0515 -0.0253 0.1032
H 2.56225 -2.24798 -4.28525 -0.0031 -0.0065 0.0093
C 0.56932 -2.59753 3.96776 0.0507 -0.0302 -0.0137
Ge 0.28590 -1.62817 5.63067 0.0443 0.0964 -0.1988
C -1.53584 -1.69526 6.26037 -0.0368 0.0020 0.0803
C 1.68755 -1.84854 6.93547 -0.0039 -0.0159 0.0861
C 0.49971 0.44557 5.11652 0.0067 0.1235 0.1166
Se 0.57202 0.76850 3.29454 -0.0020 -0.0703 0.2601
C 2.47934 0.87014 3.05060 0.0817 0.0001 -0.0296
H 0.32872 -3.65038 4.11900 0.0178 0.0014 0.0028
H 1.61111 -2.53246 3.65055 -0.0105 -0.0163 -0.0134
H -0.07300 -2.21018 3.17638 -0.0265 -0.0507 -0.0020
H -1.77490 -2.72153 6.54310 -0.0178 0.0069 -0.0039
H -2.23409 -1.38018 5.48568 -0.0102 -0.0141 0.0035
H -1.66138 -1.06344 7.13888 -0.0261 -0.0068 -0.0032
H 1.61863 -2.85438 7.35348 0.0252 0.0059 0.0046
H 1.57165 -1.13444 7.74975 0.0193 -0.0137 0.0115
H 2.67145 -1.72879 6.48417 0.0026 -0.0027 0.0068
H 1.39460 0.78638 5.63348 0.0103 -0.0243 -0.0188
H -0.40678 0.88135 5.53580 -0.0255 -0.0632 -0.0175
H 2.91525 -0.10473 3.26263 -0.0197 -0.0073 -0.0003
H 2.87953 1.62109 3.72812 -0.0199 -0.0078 0.0168
H 2.65909 1.14606 2.01622 -0.0002 -0.0280 -0.0011
C -1.10547 3.91110 2.16280 -0.0075 0.0119 -0.0108
N -0.40982 4.13271 0.89956 0.0058 -0.0299 0.0827
C -0.01185 3.17684 0.06703 -0.0405 0.1078 0.0436
N 0.51998 3.55073 -1.11338 -0.0181 -0.0699 -0.0011
O -0.14759 1.94227 0.36758 -0.1879 -0.2094 -0.4192
H -1.97749 4.55963 2.21449 -0.0034 0.0016 -0.0100
H -0.45459 4.13540 3.00668 0.0162 -0.0159 -0.0045
H -1.42376 2.87497 2.21548 -0.0078 -0.0065 -0.0071
H -0.20904 5.09069 0.65581 0.0153 -0.0012 -0.0191
H 0.68507 4.51770 -1.34346 -0.0166 0.0041 -0.0019
H 0.97789 2.86248 -1.68507 0.0804 0.0118 0.0219
```
Positions in Å, forces in eV/Å.

Results
Kohn-Sham gap (spin up / spin down) (eV): 7.233 / 5.302
Energy (eV): -302441.998
Energy relative to the best compared isomer or geometry (same formula, charge and spin) (kJ/mol): 442.3
Net charge: +3
<S²>: 6.079
Multiplicity: 5
HOMO level (spin up / spin down) (eV): -15.48 / -15.58
Molar mass (g mol⁻¹): 940.20
LUMO level (spin up / spin down) (eV): -8.25 / -10.28

(2)
Below is the molecule C2H7N2OP, with properties calculated with ωB97M-V/def2-TZVPD.

```
13
Properties=species:S:1:pos:R:3:forces:R:3
C 1.21605 -1.92707 -0.30451 0.1383 -0.2372 -0.0690
N 0.88961 -0.64033 0.28446 0.7024 -0.5023 0.1930
C -0.17378 -0.00132 -0.14140 -1.7943 4.5829 1.3246
O -1.00001 -0.27451 -0.94938 0.1205 -0.6098 -0.1385
N -0.38090 1.58585 0.64987 2.0593 -3.8836 -1.0597
P -1.66298 2.53214 0.12972 -0.4150 0.4208 0.1408
H 0.50724 -2.10846 -1.11127 0.0984 -0.0212 0.0866
H 2.22559 -1.91388 -0.71534 -0.0120 -0.0243 0.0267
H 1.13117 -2.73033 0.42880 0.0122 0.0400 -0.0195
H 1.45027 -0.27392 1.03521 -0.2246 0.1309 -0.0383
H 0.52480 2.03527 0.59374 -0.0867 0.0857 -0.0562
H -2.61001 1.99146 1.01537 -0.4167 0.0873 0.0876
H -2.11705 1.72511 -0.91526 -0.1817 -0.0690 -0.4781
```
Positions in Å, forces in eV/Å.

Results
Kohn-Sham gap (eV): 9.573
Energy (eV): -16503.102
Energy relative to the best compared isomer or geometry (same formula, charge and spin) (kJ/mol): 200.1
Net charge: 0
Multiplicity: 1
HOMO level (eV): -8.87
Molar mass (g mol⁻¹): 106.06
LUMO level (eV): 0.71
Structure (SMILES): CNC(=O)NP

(3)
Below is the molecule C20H24N2O, with properties calculated with ωB97M-V/def2-TZVPD.

```
47
Properties=species:S:1:pos:R:3:forces:R:3
C -3.11172 -1.82670 3.74157 0.7868 0.5675 -0.1097
N -2.49073 -0.51707 3.89563 -0.1298 1.3544 1.1308
C -2.71004 0.06095 5.23456 -0.1039 -0.8224 -0.0520
C -1.05567 -0.37469 3.53055 -1.2331 -0.9569 -1.1678
C -0.97067 -0.31399 1.97245 0.1884 -0.5067 0.9164
C 0.44563 -0.04540 1.52427 0.6984 0.5610 -0.6100
O 1.38480 0.10251 2.29713 -0.4421 -0.1934 -0.3428
N 0.58184 0.07874 0.15930 -0.3446 -0.4504 1.0305
C 1.85440 0.24416 -0.52595 -0.2440 0.0755 0.2081
C 2.01651 1.62850 -1.06005 0.5481 0.8517 -0.4079
C 1.92360 2.85928 -0.39902 -0.0337 -0.2558 -1.1193
C 2.10032 4.01873 -1.17769 -0.4961 -0.1089 0.6216
C 2.39400 4.00506 -2.55148 0.2423 -0.4662 1.0435
C 2.62831 2.76873 -3.11823 -0.7801 -0.4504 0.0255
C 2.36667 1.58933 -2.39523 0.7096 1.6672 -0.7203
C 2.46499 0.22154 -2.95986 0.4470 -0.0977 -0.1482
C 1.95131 -0.63242 -1.78954 -0.0213 -1.3769 -0.8624
C 0.64016 -1.24384 -2.19937 -0.5855 -0.4651 0.3115
C -0.41646 -0.40607 -2.61771 -0.1050 -0.6949 -0.2009
C -1.65556 -0.93418 -3.00574 0.5870 -0.0942 0.2127
C -1.84723 -2.31369 -2.95897 1.0913 0.2538 0.5298
C -0.81202 -3.15021 -2.49548 -0.5191 0.8851 -0.3056
C 0.43404 -2.62508 -2.10644 -1.3610 0.0742 -0.6554
H -3.23535 -1.99868 2.69148 -0.2923 -0.2976 -0.6879
H -4.08834 -1.90044 4.22899 0.2487 0.2762 -0.0357
H -2.46173 -2.61223 4.10526 0.2103 -0.5642 0.4342
H -3.78178 0.03859 5.52110 0.5812 -0.0943 -0.2789
H -2.12533 -0.48816 6.01175 -0.3080 0.3054 -0.1772
H -2.39258 1.09801 5.22536 0.0752 0.1407 0.0723
H -0.65764 0.57038 3.92959 -0.1903 -0.4914 -0.0337
H -0.47113 -1.23753 3.91315 -0.0038 0.4719 -0.0541
H -1.32526 -1.23331 1.47057 0.1352 0.1875 0.4164
H -1.64311 0.47039 1.63955 -0.0008 0.2680 -0.1134
H -0.26617 -0.08090 -0.39302 0.7778 0.1342 0.2941
H 2.70536 -0.00553 0.12827 -0.6851 0.0742 0.2106
H 1.65835 2.82958 0.65400 0.1009 0.4982 -0.0899
H 1.94425 4.97126 -0.70351 0.0227 0.2776 0.1808
H 2.46669 4.93743 -3.11255 0.0828 -0.3199 0.1740
H 2.89051 2.69254 -4.15556 0.1460 -0.0456 -0.4199
H 1.85453 0.12006 -3.88529 0.4958 -0.0944 0.5991
H 3.51231 -0.06252 -3.18407 -0.4791 0.2825 -0.0999
H 2.67471 -1.44012 -1.63385 -0.2979 0.0021 0.1943
H -0.23981 0.66292 -2.62746 -0.0858 0.0747 -0.1201
H -2.47714 -0.30100 -3.33947 0.3151 0.0137 0.1062
H -2.80500 -2.68988 -3.25087 -0.2928 -0.4533 -0.0958
H -1.03399 -4.20320 -2.45456 0.2658 -0.2697 0.0995
H 1.18118 -3.33187 -1.77358 0.2788 0.2733 0.0973
```
Positions in Å, forces in eV/Å.

Results
Kohn-Sham gap (eV): 8.975
Energy (eV): -26157.284
Energy relative to the best compared isomer or geometry (same formula, charge and spin) (kJ/mol): 104.8
Net charge: 0
Multiplicity: 1
HOMO level (eV): -8.24
Molar mass (g mol⁻¹): 308.42
LUMO level (eV): 0.74
Structure (SMILES): CN(C)CCC(=O)N[C@@H]1c2ccccc2C[C@@H]1c1ccccc1